C5H15N | the ωB97M-V functional and the def2-TZVPD basis

Last column: Mulliken charge in e.
Element x y z (Å)
C1 2.1207 2.2723 5.3352  -1.089
C2 2.0066 0.7912 4.4534  -0.495
C3 1.3571 -0.3782 5.2100  -0.885
H1 1.3867 2.2324 6.0054  0.360
H2 2.1145 3.0403 4.6836  0.359
H3 3.0747 2.1173 5.8117  0.273
H4 3.0155 0.6349 4.1056  0.338
H5 1.4453 0.9588 3.6036  0.336
H6 2.1604 -0.9951 5.7321  0.223
H7 0.8154 -0.0347 6.0828  0.270
H8 0.8971 -0.9563 4.4519  0.311
C4 -1.9289 -0.2304 -4.8326  -0.950
C5 -1.6126 -1.6357 -5.5545  -0.246
N1 -2.4825 -1.6451 -6.7951  -0.666
H9 -2.6663 0.3716 -5.4017  0.291
H10 -2.4785 -0.3311 -3.8998  0.282
H11 -1.0036 0.3109 -4.6086  0.259
H12 -0.4876 -1.4540 -5.9263  0.257
H13 -1.8546 -2.4286 -4.8910  0.299
H14 -3.4072 -1.8600 -6.4593  0.213
H15 -2.4723 -0.7805 -7.1066  0.260

Atomic forces in eV per Å
C 2.7 -6.1 -2.1
C 0.7 2.5 2.8
C 3.3 0.4 1.3
H -3.1 0.4 2.7
H -0.1 2.7 -1.9
H 0.3 0.6 0.4
H 0.3 -0.5 0.0
H -1.3 0.7 -1.8
H -0.8 0.4 -0.9
H -1.0 0.0 -0.4
H -1.1 -0.9 0.0
C -0.2 -0.8 0.2
C 0.9 4.5 -2.2
N 1.0 -6.0 3.0
H 0.9 -0.1 -0.2
H 0.2 -0.4 0.4
H -0.3 0.1 -0.2
H -2.4 -1.4 1.0
H 0.4 -0.9 0.2
H -0.4 0.0 -0.2
H -0.1 5.0 -2.1

Computed properties:
Relative energy (zero: lowest compared OMol25 entry of this formula, charge and spin), kcal per mole: 52.1
Highest occupied orbital energy, hartree: -0.3376
SMILES: CCC.CCN
Total energy, eV: -6916.02271
Largest force on an atom, eV/A: 7.0

---

C5H15N2 | the ωB97M-V functional and the def2-TZVPD basis

Last column: Mulliken charge in e.
Element x y z (Å)
C1 -1.0028 -1.3578 2.2459  -1.357
C2 -0.8926 -0.5315 0.9650  -0.420
C3 0.5560 -0.2505 0.6198  -1.030
C4 0.8737 0.7997 -0.4460  -0.696
C5 0.6126 0.3132 -1.8950  -0.649
N1 1.8870 0.0992 -2.5957  -0.604
N2 -1.7118 0.7294 1.1116  -1.902
H1 -0.3394 -2.2263 2.1394  0.357
H2 -0.6671 -0.8085 3.1287  0.390
H3 -2.0117 -1.7197 2.4153  0.614
H4 -1.3896 -1.1085 0.1827  -0.319
H5 1.0826 0.0298 1.5323  0.526
H6 0.9932 -1.2001 0.3160  0.415
H7 0.3046 1.7195 -0.2619  0.321
H8 1.9388 1.0088 -0.3476  0.434
H9 -0.0321 1.0172 -2.4196  0.407
H10 0.1325 -0.6670 -1.8417  0.374
H11 2.2506 0.9949 -2.8974  0.214
H12 1.7459 -0.4909 -3.4098  0.209
H13 -1.2134 1.4354 1.6983  0.959
H14 -1.9560 1.1402 0.1650  0.732
H15 -2.6632 0.4773 1.4873  1.025

Atomic forces in eV per Å
C 0.5 -0.1 -0.1
C -0.3 -0.3 0.3
C 0.2 0.3 0.0
C -0.4 -0.3 -0.4
C 0.5 -0.2 0.5
N -0.2 -0.1 0.1
N 0.0 -0.6 -0.6
H -0.2 0.1 0.0
H -0.1 0.1 -0.1
H -0.2 0.0 0.0
H 0.1 0.2 -0.2
H -0.1 0.0 0.2
H 0.1 -0.2 -0.1
H 0.3 -0.1 0.1
H 0.0 0.2 -0.1
H -0.3 0.0 0.0
H -0.3 0.2 -0.2
H 0.1 -0.1 -0.2
H 0.1 0.3 0.0
H -0.3 0.1 0.1
H 0.2 0.2 0.1
H 0.1 0.3 0.3

Computed properties:
Relative energy (zero: lowest compared OMol25 entry of this formula, charge and spin), kcal per mole: 30.7
Spin multiplicity: 2
Highest occupied orbital energy (alpha / beta), hartree: -0.1311 / -0.3499
Total energy, eV: -8405.38673
Largest force on an atom, eV/A: 0.8

---

C5H15N2 | the ωB97M-V functional and the def2-TZVPD basis

Last column: Mulliken charge in e.
Element x y z (Å)
C1 1.0323 2.9076 1.1580  -1.135
C2 0.4625 1.4731 1.0166  -0.314
N1 0.7067 0.9409 -0.3439  -0.449
H1 0.8101 3.4879 0.2768  0.330
H2 0.6489 3.4572 2.0427  0.344
H3 2.1620 2.8394 1.2682  0.295
H4 0.9795 0.7962 1.6880  0.313
H5 -0.6400 1.4142 1.1941  0.309
H6 1.6773 1.1214 -0.5964  0.306
H7 0.1203 1.4051 -1.0209  0.299
C3 -2.1619 -0.9298 -0.6242  -0.989
C4 -1.0562 -1.8832 -0.1324  -0.443
C5 1.1017 -2.4739 -0.8988  -0.782
N2 0.2671 -1.5244 -0.6251  -0.118
H8 -1.9121 0.1355 -0.3820  0.127
H9 -2.1741 -0.9800 -1.7000  0.297
H10 -3.1459 -1.2124 -0.2120  0.346
H11 -1.0774 -1.9365 0.9748  0.233
H12 -1.2587 -2.9430 -0.5346  0.332
H13 2.0735 -2.2539 -1.3165  0.225
H14 0.7999 -3.5338 -0.9478  0.219
H15 0.5847 -0.3077 -0.2846  0.256

Atomic forces in eV per Å
C 0.9 -0.6 1.0
C -0.4 0.9 -0.3
N 0.8 1.7 1.1
H -0.1 0.3 -0.3
H 0.2 -0.5 -0.5
H -1.3 0.2 -0.2
H -0.2 -0.1 0.3
H 0.9 0.1 0.0
H -0.1 0.0 -0.1
H -0.2 -0.1 -0.3
C 0.7 0.3 0.5
C 0.1 -1.2 -0.6
C 2.5 -3.5 -0.6
N -2.9 3.9 1.6
H -0.4 -0.8 0.1
H -0.3 0.0 -0.5
H 0.4 0.3 -0.2
H 0.0 -0.1 -0.2
H 0.0 1.4 0.7
H 0.1 0.2 0.0
H 0.0 0.6 0.0
H -0.8 -2.6 -1.6

Computed properties:
Relative energy (zero: lowest compared OMol25 entry of this formula, charge and spin), kcal per mole: 35.6
Spin multiplicity: 2
Highest occupied orbital energy (alpha / beta), hartree: -0.1463 / -0.3227
Total energy, eV: -8405.17546
Largest force on an atom, eV/A: 5.1

---

C5H15N2 | the ωB97M-V functional and the def2-TZVPD basis

Last column: Mulliken charge in e.
Element x y z (Å)
C1 1.0077 -1.4331 0.7973  -1.324
C2 0.6040 -0.4138 -1.5198  -1.200
C3 -0.9591 1.7021 -0.1247  -0.732
C4 -1.8719 -0.5468 0.2668  -0.958
C5 0.5456 -0.3169 -0.0439  0.522
N1 1.7229 1.1977 0.5785  -0.591
N2 -0.7207 0.3006 0.4109  0.072
H1 1.9220 -2.0050 0.2650  0.284
H2 1.1058 -1.1098 1.9147  0.401
H3 0.3318 -2.2584 0.9883  0.419
H4 1.6045 -0.8665 -1.7603  0.360
H5 -0.0670 -1.1734 -2.0277  0.318
H6 0.5555 0.6248 -1.9173  0.360
H7 -2.0170 1.9521 -0.0557  0.358
H8 -0.2000 2.4440 0.4304  0.330
H9 -0.6847 1.6395 -1.1609  0.303
H10 -2.8109 -0.2819 0.8324  0.372
H11 -2.1904 -0.7225 -0.7624  0.417
H12 -1.5969 -1.4823 0.5888  0.388
H13 2.0206 1.5873 -0.3182  0.237
H14 2.4440 0.7839 1.1081  0.239
H15 -0.7457 0.3784 1.5098  0.424

Atomic forces in eV per Å
C 1.8 -1.7 1.4
C 1.4 -0.7 -1.2
C 1.9 1.2 1.2
C -3.1 -0.4 -1.4
C 2.3 3.1 1.6
N -4.1 -1.9 -2.1
N -0.9 2.0 3.8
H -1.7 1.8 1.7
H 0.8 -0.3 -2.0
H -0.7 -0.2 -0.7
H -0.7 0.8 0.1
H 0.1 1.2 0.8
H 0.0 -1.2 -0.4
H 0.2 0.0 0.3
H -2.1 -1.8 -1.3
H -0.1 0.4 -0.3
H 1.4 0.4 -0.4
H 0.3 0.5 -0.2
H 0.5 -2.3 1.0
H 0.5 -0.3 0.4
H 1.3 -0.8 0.2
H 1.1 0.2 -2.5

Computed properties:
Relative energy (zero: lowest compared OMol25 entry of this formula, charge and spin), kcal per mole: 86.2
Highest occupied orbital energy, hartree: -0.5063
Total energy, eV: -8398.93935
Largest force on an atom, eV/A: 5.0
Charge: +1